1.
ORCA calculation (ωB97M-V/def2-TZVPD) on a cluster of 2 separate species, C18H16N3O2P in total.

XYZ file:
```
40
Properties=species:S:1:pos:R:3
C 3.25 0.75 1.16
C 2.51 1.43 0.49
C 1.53 2.48 0.08
C 2.08 3.72 -0.27
C 1.20 4.82 -0.65
C -0.17 4.60 -0.65
C -0.76 3.31 -0.32
N -2.12 3.21 -0.34
C -2.56 2.01 0.01
P -4.42 1.80 0.06
C -4.88 0.00 0.02
C -4.96 2.44 1.74
C -1.66 0.91 0.35
N -0.34 0.96 0.38
C 0.09 2.22 0.05
H 3.96 0.25 1.81
H 3.16 3.90 -0.28
H 1.60 5.81 -0.93
H -0.86 5.43 -0.90
H -5.01 -0.36 -1.03
H -5.90 -0.07 0.47
H -4.24 -0.67 0.62
H -4.22 3.20 2.05
H -5.96 2.91 1.68
H -4.93 1.63 2.51
H -2.13 -0.06 0.60
O 3.71 -6.73 0.39
N 2.94 -6.34 -0.47
O 2.37 -7.06 -1.27
C 2.69 -4.90 -0.56
C 3.35 -4.04 0.31
C 3.12 -2.67 0.21
C 2.24 -2.18 -0.75
C 1.58 -3.05 -1.60
C 1.80 -4.42 -1.51
H 4.03 -4.41 1.05
H 3.63 -1.99 0.87
H 2.08 -1.11 -0.83
H 0.90 -2.66 -2.35
H 1.29 -5.09 -2.19
```

Output
Kohn-Sham gap: 7.6 eV
E_tot: -1351.4250 Ha
SMILES: C#Cc1cccc2nc(P(C)C)cnc12.O=[N+]([O-])c1ccccc1
LUMO level: -0.78 eV
charge: 0
highest occupied orbital energy: -8.39 eV



2.
ORCA calculation (ωB97M-V/def2-TZVPD) on a structure of composition C18H16N4O4S2.

XYZ file:
```
44
Properties=species:S:1:pos:R:3
C 4.77 -2.15 -1.93
C 5.34 -0.94 -1.28
C 6.62 -0.35 -1.51
C 6.98 0.65 -0.85
C 6.12 1.16 -0.08
C 4.76 0.77 0.35
C 4.26 -0.39 -0.21
N 3.05 -0.76 -0.29
C 1.91 -0.24 0.31
N 0.93 -1.02 0.51
N -0.19 -0.14 1.09
C 0.02 0.98 1.29
S -0.95 1.82 2.01
C -2.47 1.07 2.31
C -2.90 0.43 0.82
C -3.33 1.25 0.04
C -3.49 0.60 -1.30
C -3.46 -0.66 -1.51
C -2.96 -1.35 -0.63
C -2.84 -0.89 0.83
O -2.55 -1.75 1.65
C -2.19 -2.95 1.52
O -2.93 -3.53 0.51
C -3.00 -2.89 -0.60
H -3.79 -3.17 -1.58
H -1.93 -3.13 -1.35
H -2.07 -3.83 2.27
H -1.00 -2.79 0.93
H -3.71 -1.02 -2.47
N -3.87 1.60 -2.34
O -4.03 2.93 -2.21
O -4.11 1.13 -3.64
H -3.27 2.39 0.08
H -3.25 1.54 2.66
H -2.31 0.11 2.98
S 1.82 1.58 1.06
H 2.94 -1.70 -0.71
H 4.18 1.38 1.28
H 6.42 2.25 0.62
H 7.81 1.18 -0.91
H 7.19 -1.02 -2.02
H 5.35 -2.42 -2.47
H 3.72 -1.98 -2.56
H 4.46 -3.11 -1.30
```

Output
Kohn-Sham gap: 7.0 eV
E_tot: -2011.0138 Ha
ΔE to the lowest compared entry with this formula, charge and spin: 23.715 eV
LUMO level: -1.17 eV
charge: 0
highest occupied orbital energy: -8.19 eV



3.
ORCA calculation (ωB97M-V/def2-TZVPD) on a structure of composition C18H16N4O4Ti.

XYZ file:
```
43
Properties=species:S:1:pos:R:3
Ti 0.27 0.30 0.21
C 2.10 -1.67 -1.25
N 1.25 -1.51 -0.06
C 1.52 -2.09 1.08
C 0.99 -1.48 2.23
C 1.03 -1.75 3.59
C 0.43 -0.65 4.25
C 0.06 0.25 3.29
N 0.39 -0.22 2.04
C 2.68 -0.28 -1.40
C 1.77 0.79 -1.55
C 2.21 2.12 -1.52
C 3.54 2.39 -1.29
C 4.44 1.34 -1.14
C 4.01 0.01 -1.18
H 1.51 -1.96 -2.12
H 2.88 -2.42 -1.09
H 2.17 -2.96 1.14
H 1.45 -2.63 4.05
H 0.30 -0.54 5.31
H -0.42 1.21 3.41
H 0.79 0.59 -2.03
H 1.51 2.93 -1.70
H 3.90 3.41 -1.25
H 5.49 1.55 -0.98
H 4.73 -0.79 -1.03
C -2.12 -2.52 -0.93
C -2.47 -1.08 -0.77
N -1.64 -0.09 -0.42
C -2.41 1.08 -0.39
C -3.69 0.78 -0.72
N -3.69 -0.57 -0.96
C -4.98 1.54 -0.87
O -4.96 2.83 -0.64
O -5.94 0.91 -1.19
C -1.72 2.31 0.01
O -2.21 3.39 0.13
O -0.41 2.01 0.24
H -1.07 -2.68 -0.74
H -2.36 -2.85 -1.94
H -2.71 -3.13 -0.24
H -4.53 -1.06 -1.23
H -4.09 3.19 -0.37
```

Output
Kohn-Sham gap: 6.8 eV
E_tot: -2064.5256 Ha
LUMO level: -8.76 eV
charge: +2
highest occupied orbital energy: -15.58 eV



4.
ORCA calculation (ωB97M-V/def2-TZVPD) on a structure of composition C18H17AsF9MoN6OS6.

XYZ file:
```
59
Properties=species:S:1:pos:R:3
Mo 0.56 -0.39 -0.65
C -3.27 1.64 -5.26
C -3.14 0.22 -4.71
N -1.77 -0.15 -4.42
C -1.16 0.17 -3.26
S 0.54 -0.25 -3.10
N -1.83 0.77 -2.32
N -1.00 1.00 -1.24
C -1.18 2.10 -0.59
C -2.29 3.04 -0.92
C -0.17 2.31 0.42
C -0.08 3.45 1.15
C 1.06 3.66 2.01
C 1.88 2.64 2.24
C 1.57 1.29 1.69
N 0.75 1.29 0.48
H -4.31 1.89 -5.44
H -2.72 1.74 -6.20
H -2.86 2.35 -4.54
H -3.54 -0.51 -5.42
H -3.70 0.13 -3.78
H -1.19 -0.55 -5.14
H -2.40 3.13 -2.00
H -2.13 4.02 -0.48
H -3.23 2.62 -0.54
H -0.82 4.23 1.03
H 1.23 4.64 2.45
H 2.75 2.71 2.88
H 2.52 0.78 1.48
S 4.72 0.17 4.88
As 3.36 -1.42 4.98
S 1.61 -1.40 1.58
S 0.78 0.29 2.98
S 3.37 -2.38 6.84
F 3.92 -4.66 -1.03
C 2.95 -3.87 -1.52
F 1.85 -4.61 -1.68
F 3.32 -3.48 -2.75
C 2.71 -2.64 -0.59
O 1.90 -1.76 -1.25
C 4.11 -1.95 -0.35
F 3.95 -0.65 -0.06
F 4.86 -2.00 -1.46
F 4.81 -2.51 0.63
C 2.02 -3.04 0.74
F 2.78 -3.82 1.53
F 0.90 -3.76 0.47
F 0.73 -2.42 2.64
S -1.39 -1.77 -0.14
C -2.00 -0.89 1.23
N -1.64 -1.37 2.45
C -1.95 -0.75 3.59
C -2.74 0.36 3.54
C -3.10 0.80 2.27
N -2.75 0.20 1.14
H -0.90 -2.08 2.45
H -1.53 -1.17 4.50
H -3.01 0.90 4.44
H -3.70 1.70 2.16
```

Output
Kohn-Sham gap (alpha / beta): 4.4 / 4.5 eV
E_tot: -6691.8822 Ha
ΔE to the lowest compared entry with this formula, charge and spin: 4.395 eV
expectation value of S²: 2.064
LUMO level (alpha / beta): 0.76 / 0.80 eV
charge: -1
highest occupied orbital energy (alpha / beta): -3.65 / -3.65 eV
spin multiplicity: 3



5.
ORCA calculation (ωB97M-V/def2-TZVPD) on an isolated molecule of C18H17Cl2N3O3.

XYZ file:
```
43
Properties=species:S:1:pos:R:3
C 4.79 -0.92 4.49
C 3.56 -1.87 4.39
O 2.56 -1.18 3.64
C 2.27 -1.53 2.41
O 2.45 -2.69 2.02
N 1.55 -0.75 1.54
C 0.98 0.37 2.09
C 0.04 0.90 1.20
N -0.66 2.07 1.25
C -1.67 2.25 0.23
C -2.52 3.41 0.51
C -1.84 1.32 -0.78
C -3.08 1.35 -1.67
N -4.04 0.29 -1.42
C -0.83 0.29 -1.05
C -0.62 -0.36 -2.31
C -0.94 -1.78 -2.45
C -0.80 -2.29 -3.79
C -0.35 -1.51 -4.86
Cl -0.27 -2.15 -6.50
C -0.20 -0.16 -4.62
C -0.27 0.44 -3.37
Cl -0.08 2.15 -3.31
C 0.04 0.05 -0.02
C 1.09 -1.04 0.30
O 1.20 -1.97 -0.43
H 5.51 -1.46 5.11
H 4.45 -0.09 5.00
H 5.23 -0.71 3.53
H 3.24 -2.07 5.45
H 3.99 -2.73 3.96
H 1.19 0.84 3.06
H -0.80 2.42 2.21
H -2.34 3.83 1.51
H -3.64 3.14 0.57
H -2.39 4.24 -0.27
H -3.70 2.23 -1.68
H -2.71 1.17 -2.70
H -3.65 -0.68 -1.40
H -4.74 0.46 -0.71
H -1.06 -2.37 -1.62
H -0.97 -3.37 -3.97
H 0.01 0.43 -5.55
```

Output
Kohn-Sham gap: 6.8 eV
E_tot: -2006.4050 Ha
SMILES: CCOC(=O)n1cc2[nH]c(C)c(CN)c(-c3ccc(Cl)cc3Cl)c-2c1=O
ΔE to the lowest compared entry with this formula, charge and spin: 4.814 eV
LUMO level: -0.16 eV
charge: 0
highest occupied orbital energy: -6.94 eV



6.
ORCA calculation (ωB97M-V/def2-TZVPD) on an isolated molecule of C18H17Cl2NO3.

XYZ file:
```
41
Properties=species:S:1:pos:R:3
C 2.38 1.56 3.32
N 1.75 1.08 2.13
O 2.01 2.01 1.05
C 1.14 1.64 0.02
C 1.79 0.57 -0.87
O 0.89 0.03 -1.82
C 0.61 0.79 -2.89
O 1.10 1.88 -3.08
C -0.36 0.12 -3.79
C -1.20 -0.87 -3.29
C -2.14 -1.50 -4.08
C -2.24 -1.14 -5.42
Cl -3.40 -1.91 -6.43
C -1.41 -0.16 -5.95
C -0.48 0.47 -5.14
Cl 0.53 1.66 -5.85
C -0.13 1.09 0.71
C 0.28 1.04 2.20
C -0.18 -0.21 2.89
C 0.44 -1.42 2.64
C 0.01 -2.58 3.26
C -1.07 -2.53 4.14
C -1.70 -1.33 4.39
C -1.25 -0.17 3.77
H 2.01 2.55 3.63
H 3.45 1.63 3.13
H 2.20 0.84 4.11
H 0.94 2.54 -0.57
H 2.12 -0.27 -0.25
H 2.65 1.02 -1.38
H -1.11 -1.14 -2.25
H -2.78 -2.26 -3.67
H -1.49 0.11 -6.99
H -0.99 1.74 0.56
H -0.37 0.10 0.34
H -0.11 1.93 2.72
H 1.28 -1.45 1.97
H 0.50 -3.52 3.07
H -1.41 -3.43 4.63
H -2.53 -1.28 5.08
H -1.74 0.77 3.98
```

Output
Kohn-Sham gap: 8.9 eV
E_tot: -1896.9401 Ha
SMILES: CN1O[C@@H](COC(=O)c2ccc(Cl)cc2Cl)C[C@H]1c1ccccc1
ΔE to the lowest compared entry with this formula, charge and spin: 2.561 eV
LUMO level: 0.19 eV
charge: 0
highest occupied orbital energy: -8.72 eV



7.
ORCA calculation (ωB97M-V/def2-TZVPD) on a structure of composition C18H17ClN2O12PtSSe.

XYZ file:
```
53
Properties=species:S:1:pos:R:3
Pt 0.65 0.61 -0.86
O 0.01 -1.33 -0.68
C -1.04 -1.45 0.01
N -1.64 -0.50 0.69
S -2.93 -1.08 1.50
O -2.69 -1.06 2.93
O -4.16 -0.50 1.04
C -2.79 -2.75 0.92
C -3.57 -3.87 1.16
C -3.19 -5.06 0.55
C -2.07 -5.11 -0.27
C -1.30 -3.98 -0.51
C -1.68 -2.80 0.10
H -4.44 -3.82 1.81
H -3.77 -5.96 0.72
H -1.79 -6.05 -0.74
H -0.42 -4.00 -1.15
O 2.30 -0.30 -3.54
Se 3.36 -0.46 -2.31
O 3.88 -1.98 -2.12
O 2.53 -0.09 -0.83
O 4.56 0.63 -2.35
N -0.34 -0.62 -5.14
C -0.40 0.46 -4.15
C -1.42 0.18 -3.08
O -1.95 -1.05 -3.11
O -1.67 0.98 -2.20
H 0.63 -0.85 -5.33
H -0.79 -0.37 -6.01
H -1.50 -1.48 -3.86
H -0.57 1.46 -4.56
H 0.55 0.49 -3.62
C 1.17 0.04 2.89
C 0.93 1.51 3.06
C 0.06 2.01 4.01
C -0.14 3.38 4.12
Cl -1.25 3.98 5.35
C 0.50 4.27 3.29
C 1.38 3.78 2.33
C 1.61 2.41 2.22
O 2.47 1.85 1.35
C 3.04 2.65 0.32
C 2.03 3.28 -0.65
O 2.13 4.47 -0.90
O 1.07 2.54 -1.12
H 0.42 -0.54 3.44
H 2.17 -0.24 3.23
H 1.11 -0.23 1.84
H -0.49 1.33 4.65
H 0.31 5.33 3.37
H 1.85 4.47 1.64
H 3.69 1.98 -0.24
H 3.62 3.47 0.76
```

Output
Kohn-Sham gap: 7.6 eV
E_tot: -5087.6795 Ha
ΔE to the lowest compared entry with this formula, charge and spin: 0.905 eV
LUMO level: 4.23 eV
charge: -2
highest occupied orbital energy: -3.32 eV



8.
ORCA calculation (ωB97M-V/def2-TZVPD) on an isolated molecule of C18H17ClN2O2.

XYZ file:
```
40
Properties=species:S:1:pos:R:3
C 1.96 3.68 1.30
N 0.76 2.79 1.56
C -0.34 3.37 2.34
C 0.67 1.53 0.92
C -0.33 0.61 1.09
O -0.33 -0.61 0.43
C -0.23 -1.78 1.24
C 0.02 -2.95 0.35
N 0.15 -3.93 -0.32
C 0.88 -1.70 2.27
C 0.73 -1.33 3.61
C -0.57 -1.05 4.16
C -1.64 -1.41 3.39
C -1.53 -2.06 2.00
C 1.73 1.20 -0.09
O 2.91 1.01 0.36
C 1.63 1.11 -1.60
C 2.76 0.74 -2.38
C 2.64 0.56 -3.80
C 1.49 1.04 -4.42
C 0.44 1.47 -3.64
C 0.48 1.43 -2.25
Cl -1.10 1.80 -1.57
H 2.89 3.25 1.77
H 1.86 4.69 1.67
H 2.10 3.90 0.23
H -0.45 4.43 2.52
H -1.32 3.04 1.98
H -0.25 2.93 3.28
H -1.04 0.64 1.96
H 1.89 -2.13 1.99
H 1.58 -1.58 4.32
H -0.76 -0.77 5.20
H -2.67 -1.26 3.73
H -1.68 -3.13 2.09
H -2.29 -1.74 1.32
H 3.74 0.53 -1.81
H 3.54 0.19 -4.34
H 1.38 1.14 -5.52
H -0.49 1.53 -4.19
```

Output
Kohn-Sham gap: 7.4 eV
E_tot: -1416.1096 Ha
SMILES: CN(C)/C(=C/O[C@@]1(C#N)C=CC=CC1)C(=O)c1ccccc1Cl
ΔE to the lowest compared entry with this formula, charge and spin: 6.963 eV
LUMO level: -0.19 eV
charge: 0
highest occupied orbital energy: -7.58 eV



9.
ORCA calculation (ωB97M-V/def2-TZVPD) on a structure of composition C18H17F4N3O2S.

XYZ file:
```
45
Properties=species:S:1:pos:R:3
O 3.57 1.54 0.95
O 3.62 0.21 -1.13
F -1.60 4.47 3.57
F -3.62 1.62 1.78
F -3.66 3.87 2.08
F -2.79 2.75 0.25
N -0.43 -0.62 -0.82
C -0.66 -1.57 -1.62
C -1.16 -4.02 -3.00
C -2.22 -3.01 -2.81
C 0.11 -3.68 -2.41
C 0.94 -0.95 -0.56
C -1.99 -1.88 -2.10
C 1.44 -2.06 -1.18
C 0.47 3.25 3.54
C 1.21 2.20 3.19
C -0.75 1.53 1.76
C -0.82 3.49 3.03
C -1.49 2.68 2.14
C 0.61 1.28 2.25
N 0.34 -2.46 -1.92
N 1.60 -0.20 0.45
C -3.13 -0.93 -1.68
C 2.74 -2.70 -0.97
C -2.90 2.81 1.60
C 1.22 -0.05 1.88
C 1.80 2.16 -1.04
S 2.75 0.95 -0.16
H -1.30 -4.89 -3.58
H -3.21 -3.54 -3.07
H 0.86 -4.32 -2.82
H 0.95 3.89 4.28
H 2.17 1.90 3.62
H -1.11 0.73 1.17
H -3.66 -1.47 -0.93
H -2.82 0.03 -1.18
H -3.87 -0.72 -2.53
H 2.85 -3.85 -1.09
H 3.36 -2.29 -1.86
H 3.13 -2.35 -0.06
H 0.47 -0.81 2.02
H 2.08 -0.36 2.50
H 1.12 1.71 -1.70
H 2.50 2.89 -1.50
H 1.29 2.75 -0.33
```

Output
Kohn-Sham gap: 8.8 eV
E_tot: -1808.4176 Ha
LUMO level: 0.38 eV
charge: 0
highest occupied orbital energy: -8.38 eV



10.
ORCA calculation (ωB97M-V/def2-TZVPD) on a structure of composition C18H17FIrNO3S2.

XYZ file:
```
43
Properties=species:S:1:pos:R:3
Ir -0.67 0.05 -2.78
C -1.86 -0.41 -7.18
C -1.62 -0.59 -5.71
S -0.74 0.60 -4.92
C -2.10 -1.69 -4.99
C -2.92 -2.78 -5.61
S -1.79 -1.78 -3.34
H -1.36 0.48 -7.55
H -2.93 -0.32 -7.39
H -1.49 -1.27 -7.73
H -3.06 -2.63 -6.68
H -3.90 -2.84 -5.13
H -2.43 -3.75 -5.46
C 3.38 1.42 3.34
C 1.95 1.95 3.40
C 1.25 1.70 4.73
C 1.08 0.21 4.97
C 0.42 -0.45 3.79
C -0.25 -1.64 3.92
C -0.88 -2.23 2.82
F -1.51 -3.39 3.01
C -0.87 -1.65 1.59
C -0.19 -0.44 1.42
C -0.18 0.20 0.13
O -0.86 -0.37 -0.82
C 0.54 1.39 -0.01
C 1.18 1.91 1.11
N 1.15 1.34 2.31
C 0.46 0.15 2.51
C 0.74 2.21 -1.26
O 1.30 3.27 -1.19
O 0.32 1.72 -2.41
H 3.96 1.84 4.16
H 3.85 1.69 2.41
H 3.40 0.33 3.43
H 1.95 3.02 3.20
H 0.27 2.19 4.71
H 1.83 2.16 5.53
H 0.47 0.04 5.86
H 2.04 -0.26 5.17
H -0.31 -2.13 4.88
H -1.38 -2.12 0.75
H 1.74 2.83 1.01
```

Output
Kohn-Sham gap (alpha / beta): 6.3 / 6.5 eV
E_tot: -1977.0017 Ha
expectation value of S²: 0.992
LUMO level (alpha / beta): -5.61 / -5.41 eV
charge: +1
highest occupied orbital energy (alpha / beta): -11.88 / -11.87 eV
spin multiplicity: 2



11.
ORCA calculation (ωB97M-V/def2-TZVPD) on an isolated molecule of C18H17N3O3S.

XYZ file:
```
42
Properties=species:S:1:pos:R:3
C -5.08 -2.51 0.34
C -4.42 -1.19 0.08
C -5.07 -0.19 -0.64
C -4.42 1.01 -0.88
C -3.13 1.23 -0.43
C -2.47 0.24 0.30
N -1.18 0.44 0.81
C -0.62 1.77 0.83
C 0.16 2.14 -0.43
N 0.29 3.46 -0.64
O 0.63 1.31 -1.18
C -0.30 -0.69 0.80
S -0.38 -1.68 -0.77
C 1.35 -1.58 -1.04
O 1.93 -2.08 -1.96
N 1.95 -0.89 0.01
C 3.36 -0.64 -0.03
C 3.91 -0.03 -1.14
C 5.27 0.21 -1.17
C 6.07 -0.15 -0.10
C 5.50 -0.75 1.01
C 4.14 -1.00 1.05
C 1.17 -0.35 0.99
O 1.60 0.29 1.92
C -3.13 -0.96 0.54
H -6.12 -2.49 0.04
H -4.57 -3.30 -0.21
H -5.02 -2.76 1.40
H -6.07 -0.35 -1.00
H -4.92 1.78 -1.45
H -2.64 2.16 -0.68
H 0.08 1.83 1.67
H -1.43 2.47 1.02
H -0.04 4.15 0.02
H 0.85 3.78 -1.41
H -0.58 -1.40 1.60
H 3.27 0.25 -1.97
H 5.71 0.68 -2.04
H 7.13 0.04 -0.13
H 6.12 -1.03 1.85
H 3.70 -1.47 1.92
H -2.65 -1.75 1.10
```

Output
Kohn-Sham gap: 8.8 eV
E_tot: -1484.3592 Ha
SMILES: Cc1cccc(N(CC(N)=O)[C@H]2SC(=O)N(c3ccccc3)C2=O)c1
ΔE to the lowest compared entry with this formula, charge and spin: 0.649 eV
LUMO level: 0.58 eV
charge: 0
highest occupied orbital energy: -8.20 eV